The following is a DFT calculation (ωB97M-V/def2-TZVPD) of a 2-piece molecular cluster, C2HO2S2 overall.

The value obtained for the HOMO energy is -2.4 eV. Its LUMO energy is 3.39 eV. For the frontier orbital gap, the calculation gives 5.78 eV. The energy above the lowest of the compared OMol25 structures with the same formula, charge and spin is 175.24 kJ/mol.

ORCA input file:
```
! RIJCOSX wB97M-V def2-TZVPD def2/J DEFGRID3
* xyz -1 1
C -0.6044 -2.7905 1.1536
C -1.2734 -0.0470 -0.3965
O -1.6406 -3.1828 0.8645
O 0.4012 -2.4733 1.6279
S -0.5600 -1.2798 -1.5264
S -0.8689 0.7713 -2.0523
H -0.4521 0.3016 0.1883
*
```